Entry 1:
77
Properties=species:S:1:pos:R:3 method="wB97M-V/def2-TZVPD" lumo_ev=3.6 e_homo_ev=0.05 charge=-2
Na -0.152 0.241 0.384
C 1.130 2.802 4.123
C 1.428 2.173 2.904
N 0.393 1.468 2.466
N -0.579 1.615 3.384
C -0.168 2.410 4.387
B -1.960 0.922 3.230
N -2.706 1.530 2.015
C -3.612 2.525 2.036
C -3.950 2.828 0.732
C -3.172 1.940 -0.030
N -2.429 1.169 0.750
N -1.796 -0.593 3.099
C -2.351 -1.524 3.905
C -1.962 -2.767 3.464
C -1.146 -2.496 2.351
N -1.052 -1.191 2.140
H 1.765 3.429 4.727
H 2.341 2.172 2.330
H -0.824 2.626 5.215
H -2.606 1.165 4.225
H -3.951 2.934 2.973
H -4.651 3.569 0.386
H -3.102 1.836 -1.102
H -2.975 -1.223 4.731
H -2.216 -3.732 3.867
H -0.646 -3.216 1.716
C 2.072 2.819 -5.329
Si 0.568 3.703 -4.627
C 0.753 5.509 -5.171
C -0.983 3.066 -5.466
C 0.443 3.703 -2.763
C 0.459 4.891 -2.046
C 0.251 4.900 -0.670
C 0.019 3.680 -0.057
N 0.027 2.518 -0.700
C 0.236 2.494 -2.034
S 0.240 0.950 -2.811
H 2.094 2.922 -6.418
H 2.014 1.761 -5.074
H 3.003 3.235 -4.934
H 0.822 5.556 -6.262
H 1.655 5.972 -4.762
H -0.103 6.116 -4.867
H -0.973 3.315 -6.531
H -1.870 3.520 -5.017
H -1.064 1.986 -5.345
H 0.620 5.832 -2.563
H 0.244 5.818 -0.096
H -0.179 3.620 1.010
C 0.960 -7.369 2.989
Si -0.330 -7.402 1.574
C -1.997 -7.796 2.412
C 0.125 -9.085 0.742
C -0.423 -5.938 0.596
H 1.060 -8.338 3.494
H 0.688 -6.612 3.728
H 1.941 -7.093 2.590
H -1.942 -8.717 3.002
H -2.781 -7.922 1.660
H -2.297 -6.980 3.075
H 0.172 -9.919 1.454
H 1.101 -9.003 0.251
H -0.608 -9.326 -0.033
H -1.390 -5.529 0.314
H 0.427 -5.465 0.112
S 2.577 -1.493 0.103
C 2.977 -0.038 -0.575
N 3.367 0.005 -1.901
C 3.572 1.146 -2.584
C 3.515 2.333 -1.934
C 3.170 2.263 -0.566
N 2.929 1.160 0.086
H 3.303 -0.878 -2.384
H 3.770 1.046 -3.641
H 3.645 3.273 -2.445
H 3.067 3.182 0.007

=====

Entry 2:
78
Properties=species:S:1:pos:R:3 method="wB97M-V/def2-TZVPD" lumo_ev=0.4 e_homo_ev=-5.15 charge=-1
C 3.109 0.961 -0.429
C 2.902 1.080 1.173
S 1.081 1.531 1.394
C 0.813 3.275 0.781
Al -1.214 3.574 0.634
C -1.742 3.681 -1.344
C -1.917 2.281 -2.048
O -2.907 1.541 -1.867
C -2.338 2.262 1.745
C -3.852 2.117 1.266
C -4.456 0.650 1.355
S -3.370 -0.673 0.631
H 3.523 1.941 -0.802
H 3.772 0.068 -0.624
H 2.098 0.757 -0.907
H 3.526 1.933 1.578
H 3.076 0.099 1.707
H 1.215 3.945 1.617
H 1.377 3.482 -0.193
H -1.509 5.035 1.260
H -0.856 4.171 -1.884
H -2.625 4.376 -1.550
H -1.151 1.892 -2.808
H -2.377 2.716 2.797
H -1.780 1.283 1.855
H -4.486 2.766 1.963
H -4.010 2.563 0.230
H -4.731 0.327 2.410
H -5.412 0.656 0.725
H -3.950 -1.913 0.917
C -5.318 -0.981 -2.188
C -6.213 -2.049 -2.186
C -6.603 -2.635 -3.384
C -6.109 -2.147 -4.592
C -5.230 -1.060 -4.596
C -4.827 -0.486 -3.390
C -4.736 -0.499 -5.875
O -3.968 0.445 -5.885
C -5.200 -1.102 -7.149
C -4.789 -0.550 -8.362
C -5.207 -1.116 -9.560
C -6.029 -2.240 -9.552
C -6.445 -2.789 -8.346
C -6.039 -2.216 -7.142
C -6.518 -2.789 -5.861
O -7.241 -3.771 -5.856
H -5.007 -0.532 -1.247
H -6.604 -2.427 -1.248
H -7.296 -3.469 -3.376
H -4.135 0.349 -3.384
H -4.146 0.323 -8.374
H -4.890 -0.682 -10.502
H -6.350 -2.685 -10.488
H -7.089 -3.662 -8.345
C 10.466 -1.392 6.162
C 10.009 -2.704 6.074
C 8.679 -2.958 5.762
C 7.799 -1.899 5.548
C 8.252 -0.584 5.659
C 9.591 -0.333 5.956
C 7.315 0.552 5.483
O 7.713 1.700 5.577
C 5.890 0.267 5.199
C 4.986 1.323 5.087
C 3.649 1.068 4.808
C 3.211 -0.245 4.630
C 4.108 -1.299 4.747
C 5.447 -1.047 5.041
C 6.386 -2.181 5.197
O 6.005 -3.328 5.047
H 11.507 -1.194 6.397
H 10.690 -3.530 6.247
H 8.329 -3.982 5.689
H 9.951 0.687 6.031
H 5.321 2.345 5.221
H 2.947 1.890 4.726
H 2.169 -0.443 4.405
H 3.761 -2.318 4.612

=====

Entry 3:
27
Properties=species:S:1:pos:R:3 method="wB97M-V/def2-TZVPD" smiles=Cc1c[nH]c2ccccc12.CC lumo_ev=1.0 e_homo_ev=-7.72 charge=0
C 2.707 -1.283 -1.575
C 0.492 -0.218 -0.809
C 1.339 -1.383 -0.984
C -0.802 -0.696 -0.547
C 0.576 -2.501 -0.809
C -0.378 1.972 -0.435
C -1.680 1.433 -0.524
C 0.751 1.119 -0.587
C -1.937 0.063 -0.565
N -0.727 -2.111 -0.529
H -0.166 3.023 -0.393
H -2.426 2.207 -0.576
H 1.704 1.609 -0.639
H -2.922 -0.392 -0.659
H 2.774 -1.635 -2.594
H 3.302 -1.980 -0.926
H 0.805 -3.534 -0.891
H -1.627 -2.554 -0.520
H 3.171 -0.302 -1.438
C -0.369 0.752 2.975
C -0.319 2.273 2.964
H -1.213 0.402 2.406
H 0.580 0.240 2.699
H -0.559 0.472 4.012
H -1.190 2.793 3.417
H 0.540 2.772 3.379
H -0.281 2.644 1.946

=====

Entry 4:
66
Properties=species:S:1:pos:R:3 method="wB97M-V/def2-TZVPD" lumo_ev=-2.5 e_homo_ev=-5.25 charge=0
C -2.453 4.790 1.955
N -2.037 3.447 1.596
C -2.849 2.376 1.889
O -3.900 2.424 2.490
C -2.167 1.144 1.317
C -2.979 0.562 0.161
C -4.355 0.163 0.558
C -5.428 1.014 0.323
F -5.246 2.157 -0.368
C -6.705 0.649 0.725
F -7.743 1.468 0.488
C -6.916 -0.577 1.338
F -8.158 -0.953 1.681
C -5.848 -1.434 1.559
F -6.058 -2.647 2.094
C -4.568 -1.060 1.178
F -3.532 -1.895 1.386
N -0.798 1.578 0.887
C 0.175 0.748 0.409
C 1.442 1.178 0.076
C 2.446 0.366 -0.406
C 3.749 0.831 -0.738
C 4.721 -0.068 -1.211
C 5.983 0.365 -1.541
C 6.319 1.702 -1.413
C 5.384 2.607 -0.951
C 4.120 2.186 -0.617
C -0.695 3.070 1.062
C -0.459 3.768 -0.272
C 0.338 3.418 2.127
H -3.498 4.764 2.261
H -1.855 5.167 2.782
H -2.353 5.460 1.102
H -2.073 0.395 2.115
H -3.051 1.312 -0.630
H -2.464 -0.301 -0.274
H -0.075 -0.289 0.273
H 1.669 2.216 0.203
H 2.225 -0.675 -0.552
H 4.466 -1.109 -1.308
H 6.715 -0.339 -1.899
H 7.311 2.037 -1.672
H 5.644 3.649 -0.849
H 3.414 2.910 -0.260
H -1.277 3.557 -0.957
H -0.406 4.845 -0.134
H 0.463 3.446 -0.748
H 0.044 2.976 3.077
H 1.333 3.055 1.887
H 0.392 4.496 2.260
C 4.108 -6.193 -0.355
O 3.379 -5.002 -0.213
C 2.306 -4.865 -1.083
C 1.943 -5.788 -2.085
C 0.861 -5.543 -2.908
C 0.115 -4.399 -2.783
C 0.441 -3.423 -1.794
O -0.195 -2.362 -1.674
C 1.542 -3.712 -0.950
H 4.905 -6.188 0.389
H 3.458 -7.049 -0.171
H 4.554 -6.240 -1.350
H 2.511 -6.691 -2.214
H 0.601 -6.263 -3.667
H -0.728 -4.214 -3.424
H 1.789 -3.016 -0.175

=====

Entry 5:
124
Properties=species:S:1:pos:R:3 method="wB97M-V/def2-TZVPD" lumo_ev=-0.3 e_homo_ev=-7.05 charge=0
Tl 0.009 -0.156 -0.075
C 0.046 0.640 -8.180
C 1.178 0.129 -7.278
C 1.419 -1.345 -7.601
C 2.463 0.910 -7.583
C 0.785 0.331 -5.817
C 0.680 -0.705 -4.909
C 0.232 -0.457 -3.620
Se 0.165 -1.927 -2.404
C 2.027 -2.221 -2.277
C 2.594 -3.195 -3.090
C 3.956 -3.413 -3.065
C 4.670 -2.684 -2.114
C 4.135 -1.748 -1.242
C 2.754 -1.402 -1.385
O 2.208 -0.374 -0.774
C 5.131 -1.134 -0.241
C 5.829 -2.273 0.522
C 6.179 -0.310 -1.001
C 4.508 -0.233 0.819
C 4.679 -4.373 -4.006
C 5.326 -5.505 -3.197
C 3.722 -4.992 -5.025
C 5.766 -3.609 -4.772
C -0.129 0.813 -3.158
O -0.640 0.956 -1.939
C 0.051 1.898 -4.054
C 0.475 1.605 -5.344
C -0.189 3.390 -3.749
C -1.246 3.947 -4.714
C -0.670 3.703 -2.331
C 1.137 4.141 -3.947
H 0.290 0.467 -9.230
H -0.888 0.121 -7.954
H -0.124 1.708 -8.045
H 1.647 -1.455 -8.662
H 2.262 -1.748 -7.035
H 0.538 -1.952 -7.384
H 2.751 0.778 -8.628
H 2.332 1.978 -7.403
H 3.283 0.561 -6.953
H 0.947 -1.718 -5.179
H 1.947 -3.755 -3.752
H 5.735 -2.874 -2.041
H 6.428 -2.909 -0.130
H 6.495 -1.856 1.281
H 5.091 -2.903 1.022
H 6.692 -0.903 -1.759
H 5.707 0.538 -1.502
H 6.930 0.076 -0.307
H 3.790 -0.780 1.426
H 5.308 0.130 1.472
H 3.998 0.614 0.377
H 4.570 -6.053 -2.632
H 5.838 -6.207 -3.859
H 6.058 -5.117 -2.487
H 2.940 -5.579 -4.540
H 3.245 -4.225 -5.640
H 4.275 -5.660 -5.687
H 6.519 -3.199 -4.098
H 6.273 -4.274 -5.477
H 5.331 -2.780 -5.332
H 0.583 2.434 -6.033
H -2.179 3.389 -4.619
H -1.448 4.996 -4.483
H -0.925 3.889 -5.754
H -1.707 3.392 -2.189
H -0.058 3.217 -1.577
H -0.624 4.784 -2.179
H 1.541 4.003 -4.950
H 0.990 5.212 -3.787
H 1.884 3.787 -3.235
Cl -2.155 -0.879 2.524
C -0.962 -1.216 3.731
C -1.391 -1.260 5.048
C -0.494 -1.572 6.053
C 0.827 -1.832 5.726
C 1.233 -1.765 4.407
Cl 2.917 -2.065 4.080
C 0.354 -1.457 3.353
S 1.049 -1.422 1.736
H -2.430 -1.064 5.269
H -0.822 -1.617 7.082
H 1.551 -2.091 6.485
N -2.363 -1.115 -0.651
C -3.708 -0.698 -0.228
C -3.913 0.796 -0.440
C -3.172 1.702 0.537
N -1.727 1.732 0.282
H -2.207 -0.817 -1.610
H -2.268 -2.125 -0.622
H -3.835 -0.947 0.826
H -4.478 -1.247 -0.781
H -4.981 1.008 -0.358
H -3.615 1.055 -1.462
H -3.349 1.375 1.563
H -3.586 2.714 0.448
H -1.296 2.450 0.853
H -1.548 1.963 -0.692
C -0.699 5.762 3.037
C -0.333 4.338 3.383
O 0.198 3.716 2.207
P 0.736 2.179 2.308
O 1.298 2.044 0.777
C 2.512 2.657 0.271
C 2.367 4.143 0.027
O 2.055 2.479 3.201
C 2.837 1.343 3.637
C 4.227 1.823 3.981
H -1.134 6.258 3.905
H -1.425 5.783 2.224
H 0.184 6.317 2.723
H -1.213 3.780 3.723
H 0.416 4.306 4.177
H 2.726 2.102 -0.641
H 3.309 2.464 0.989
H 1.474 4.363 -0.553
H 3.236 4.490 -0.536
H 2.312 4.696 0.964
H 2.865 0.590 2.851
H 2.342 0.902 4.506
H 4.614 2.459 3.184
H 4.893 0.968 4.089
H 4.235 2.392 4.910

=====

Entry 6:
101
Properties=species:S:1:pos:R:3 method="wB97M-V/def2-TZVPD" lumo_ev=2.2 e_homo_ev=-3.58 charge=-1
Mg 1.131 0.710 0.174
C 1.977 3.007 0.802
C 0.872 3.771 1.214
C 0.076 4.041 0.076
C 0.684 3.459 -1.041
C 1.853 2.777 -0.617
C 3.024 2.472 -1.522
C 0.175 3.558 -2.449
C -1.256 4.735 0.078
C 0.535 4.169 2.622
C 3.221 2.735 1.613
H 3.584 3.384 -1.767
H 2.710 2.023 -2.471
H 3.721 1.767 -1.065
H 0.317 4.563 -2.864
H -0.896 3.339 -2.513
H 0.696 2.865 -3.117
H -1.994 4.188 -0.518
H -1.199 5.750 -0.331
H -1.662 4.813 1.090
H 0.296 5.235 2.691
H 1.370 3.982 3.300
H -0.329 3.620 3.016
H 3.928 3.572 1.562
H 3.756 1.849 1.261
H 2.994 2.568 2.669
C -1.845 -3.612 2.757
C -0.415 -3.201 3.046
C 0.377 -4.073 3.800
C 1.683 -3.756 4.153
C 2.207 -2.536 3.752
C 1.423 -1.684 2.982
C 0.113 -1.979 2.596
P -0.751 -0.401 1.673
C -1.965 -1.393 0.674
C -3.322 -1.084 0.759
C -4.276 -1.735 -0.011
C -3.875 -2.709 -0.916
C -2.530 -3.026 -1.013
C -1.565 -2.401 -0.219
C -0.137 -2.860 -0.356
C -1.480 0.144 3.283
C -1.553 -0.299 4.594
C -2.303 0.453 5.498
C -2.941 1.622 5.087
C -2.846 2.069 3.768
C -2.114 1.312 2.858
C -1.812 1.415 1.393
H -2.173 -4.367 3.475
H -1.957 -4.034 1.753
H -2.529 -2.762 2.818
H -0.052 -5.015 4.133
H 2.273 -4.447 4.743
H 3.218 -2.255 4.026
H 1.848 -0.734 2.664
H -3.640 -0.310 1.448
H -5.322 -1.470 0.083
H -4.602 -3.211 -1.544
H -2.208 -3.788 -1.718
H 0.028 -3.299 -1.344
H 0.102 -3.625 0.389
H 0.586 -2.060 -0.211
H -1.050 -1.205 4.912
H -2.393 0.128 6.528
H -3.521 2.189 5.806
H -3.341 2.985 3.463
H -1.090 2.219 1.195
H -2.663 1.575 0.725
C 3.171 -2.766 -0.214
C 3.517 -1.298 -0.487
C 4.082 -1.200 -1.911
C 4.599 -0.851 0.501
O 2.398 -0.481 -0.383
H 4.066 -3.397 -0.246
H 2.468 -3.131 -0.971
H 2.703 -2.873 0.768
H 4.971 -1.828 -2.039
H 4.345 -0.167 -2.147
H 3.323 -1.533 -2.630
H 5.474 -1.509 0.467
H 4.199 -0.860 1.518
H 4.924 0.167 0.267
C -1.092 0.927 -5.998
C -1.585 -0.502 -5.780
C -3.102 -0.572 -5.624
C -0.840 -1.189 -4.652
N -0.812 -0.435 -3.406
C 0.185 -0.344 -2.542
N -0.213 0.394 -1.541
N -1.501 0.754 -1.807
N -1.870 0.252 -2.929
H -1.521 1.338 -6.915
H -0.003 0.968 -6.087
H -1.385 1.576 -5.168
H -1.314 -1.099 -6.657
H -3.436 -0.025 -4.739
H -3.442 -1.607 -5.533
H -3.583 -0.136 -6.503
H 0.204 -1.317 -4.938
H -1.262 -2.175 -4.451
H 1.157 -0.812 -2.622